Record 1
Density functional theory data (wB97M-V/def2-TZVPD) for a cluster of 13 separate species, C26H78O13 in total in a non-equilibrium geometry.

Positions of all 117 atoms, in Å:
C (1.962, -4.172, 16.177)
C (2.947, -5.334, 16.057)
O (3.517, -5.479, 17.305)
H (2.400, -3.369, 16.770)
H (1.058, -4.579, 16.631)
H (1.736, -3.749, 15.198)
H (3.760, -5.063, 15.384)
H (2.466, -6.268, 15.763)
H (4.476, -5.457, 17.305)
C (10.008, -12.524, 19.591)
C (9.240, -12.681, 18.324)
O (9.591, -13.840, 17.599)
H (9.997, -13.424, 20.205)
H (9.670, -11.803, 20.336)
H (11.052, -12.254, 19.432)
H (9.339, -11.780, 17.719)
H (8.171, -12.735, 18.532)
H (10.452, -13.682, 17.203)
C (12.435, -3.547, 12.503)
C (11.342, -4.662, 12.228)
O (11.896, -5.959, 12.314)
H (12.936, -3.274, 11.575)
H (13.071, -3.973, 13.280)
H (11.875, -2.639, 12.728)
H (10.865, -4.597, 11.250)
H (10.656, -4.557, 13.068)
H (12.184, -6.003, 13.229)
C (14.874, -11.774, 12.700)
C (13.360, -12.327, 12.710)
O (12.813, -12.030, 14.049)
H (15.085, -10.709, 12.794)
H (15.370, -12.096, 11.784)
H (15.486, -12.236, 13.475)
H (13.374, -13.403, 12.538)
H (12.919, -11.840, 11.840)
H (11.872, -11.907, 13.906)
C (8.081, -7.521, 19.411)
C (8.712, -6.405, 18.594)
O (7.801, -5.710, 17.841)
H (7.707, -8.285, 18.730)
H (7.250, -7.160, 20.017)
H (8.824, -7.976, 20.066)
H (9.462, -6.741, 17.878)
H (9.130, -5.610, 19.211)
H (8.166, -4.984, 17.330)
C (8.592, -15.853, 11.125)
C (8.864, -15.162, 12.502)
O (8.630, -16.065, 13.590)
H (9.340, -16.624, 11.309)
H (8.712, -15.291, 10.198)
H (7.604, -16.299, 11.237)
H (8.288, -14.238, 12.478)
H (9.918, -14.905, 12.609)
H (8.685, -15.602, 14.430)
C (3.019, -11.729, 19.579)
C (2.968, -10.494, 18.714)
O (2.881, -9.458, 19.667)
H (2.093, -11.771, 20.152)
H (3.788, -11.682, 20.350)
H (3.056, -12.571, 18.888)
H (2.129, -10.442, 18.020)
H (3.797, -10.464, 18.007)
H (3.041, -8.625, 19.217)
C (6.676, -9.801, 14.184)
C (7.885, -8.953, 13.859)
O (9.110, -9.679, 13.798)
H (6.936, -10.404, 15.054)
H (6.308, -10.521, 13.452)
H (5.886, -9.097, 14.444)
H (7.903, -8.156, 14.602)
H (7.715, -8.344, 12.971)
H (9.791, -9.007, 13.720)
C (1.187, -10.379, 11.699)
C (1.778, -11.738, 11.522)
O (0.778, -12.603, 10.973)
H (0.492, -10.247, 12.529)
H (0.594, -10.132, 10.818)
H (2.022, -9.715, 11.923)
H (2.093, -12.081, 12.508)
H (2.714, -11.799, 10.966)
H (0.049, -12.594, 11.598)
C (5.475, -2.337, 12.394)
C (5.807, -3.446, 11.408)
O (4.815, -4.457, 11.602)
H (5.847, -2.458, 13.412)
H (4.394, -2.225, 12.485)
H (5.849, -1.422, 11.935)
H (6.694, -4.022, 11.672)
H (5.829, -3.064, 10.387)
H (4.046, -4.239, 11.070)
C (14.441, -6.786, 17.526)
C (14.461, -8.176, 16.826)
O (13.291, -8.299, 15.957)
H (15.046, -6.005, 17.064)
H (14.673, -6.917, 18.583)
H (13.422, -6.424, 17.665)
H (14.359, -8.951, 17.585)
H (15.383, -8.270, 16.252)
H (13.278, -9.222, 15.694)
C (2.655, -15.277, 15.238)
C (4.177, -15.403, 15.070)
O (4.736, -15.032, 16.367)
H (2.339, -14.251, 15.430)
H (2.261, -15.790, 16.115)
H (2.077, -15.588, 14.368)
H (4.500, -14.677, 14.323)
H (4.576, -16.397, 14.872)
H (5.667, -15.260, 16.405)
C (5.880, -7.384, 6.796)
C (4.926, -7.255, 7.984)
O (5.587, -7.695, 9.194)
H (6.499, -6.494, 6.903)
H (5.511, -7.323, 5.772)
H (6.482, -8.288, 6.889)
H (4.092, -7.894, 7.694)
H (4.629, -6.208, 7.919)
H (5.355, -7.071, 9.885)

Force components x, y, z for each atom (eV/Å):
-0.091 -0.488 -0.645
0.377 1.288 -0.593
0.614 -0.774 2.259
-0.073 -0.199 0.148
-0.120 0.484 0.122
-0.267 -0.121 -0.082
-0.257 -0.200 -0.653
-0.048 0.031 -0.293
-0.071 -0.079 -0.243
0.914 -0.201 1.540
-0.893 0.707 -0.004
0.028 -0.119 -0.165
0.077 -0.434 -0.374
-0.562 0.522 -0.543
0.142 -0.154 -0.248
0.182 0.086 -0.267
-0.039 -0.317 0.038
0.138 -0.094 -0.041
-1.776 -0.855 -1.514
1.102 0.820 0.631
0.133 -0.100 -0.008
0.598 -0.462 0.183
0.187 0.711 0.004
0.269 0.040 0.791
-0.100 0.265 0.221
-0.705 0.104 -0.336
0.291 -0.577 0.076
-0.499 -1.347 0.046
2.805 1.415 1.161
0.147 -0.117 -1.948
-0.892 0.140 -0.038
-0.205 -0.007 -0.287
-0.311 -0.200 0.294
0.000 0.004 0.117
-0.842 0.157 0.479
-0.269 0.040 0.232
0.059 0.190 -0.573
1.449 0.625 0.521
-3.238 0.541 -1.496
-0.082 -0.089 0.071
0.055 0.099 -0.035
0.020 0.046 -0.035
0.528 -0.641 0.493
0.780 -0.564 0.757
0.376 -0.212 0.252
0.606 -0.867 2.783
0.305 0.915 -0.845
-0.833 -0.123 -0.816
-0.146 -0.679 -1.391
0.160 0.126 0.460
-0.024 -0.028 -0.449
-0.287 0.085 0.900
0.143 0.380 -0.511
0.075 0.227 -0.079
-0.961 -0.210 -0.665
-0.055 -0.300 0.394
0.414 0.964 -0.376
-0.189 -0.160 -0.128
0.409 -0.110 -0.553
0.326 -0.465 0.530
-0.619 -0.383 0.240
0.764 0.394 0.431
-0.065 0.299 0.098
0.407 -0.300 0.435
-0.442 0.644 -0.332
-0.516 0.168 0.083
-0.203 0.077 0.277
0.258 0.323 -0.415
-0.208 -0.241 0.041
0.413 -0.180 0.675
0.066 -0.411 -0.692
0.284 -0.094 -0.067
0.334 0.850 -0.144
-0.694 -0.798 1.020
0.717 -0.267 -0.121
0.026 -0.595 0.268
0.484 0.451 -0.221
-0.202 0.584 -0.390
-0.053 -0.378 0.302
-0.484 0.234 -0.704
-0.113 -0.083 -0.001
0.357 0.748 -0.576
-0.782 -0.780 1.467
-0.361 -0.722 -0.773
0.246 -0.145 -0.203
-0.053 -0.067 -0.191
0.127 0.379 0.534
0.498 0.680 -0.301
0.125 -0.188 -0.060
-0.156 0.025 0.066
-0.670 -0.802 0.410
-1.158 1.179 0.055
0.958 0.288 0.456
0.000 -0.224 0.033
0.862 0.033 -0.057
-0.254 -0.003 -0.725
0.386 -0.061 -0.001
-0.005 -0.286 0.007
-0.158 -0.151 -0.255
-0.142 -0.051 0.095
-0.178 0.587 1.565
-0.425 0.175 -0.392
0.471 0.302 -0.170
0.338 -0.478 -0.078
0.246 -0.218 -0.120
0.189 -0.170 -0.214
-0.529 -0.088 -0.516
0.046 -0.033 -0.176
1.196 0.599 0.606
0.194 -0.910 -1.558
-0.653 0.723 -1.059
0.756 -0.280 -0.236
-0.751 -0.157 0.287
0.076 0.076 -0.010
-0.480 -0.026 0.883
-0.328 0.011 0.970
-0.014 0.021 0.187

Properties
charge	0
HOMO-LUMO gap	9.95	eV
E_tot	-54837.2816	eV
E_HOMO	-0.3663	hartree


Record 2
Density functional theory data (wB97M-V/def2-TZVPD) for a cluster of 5 separate species, C18H45N9O2P2 in total in a non-equilibrium geometry.

Positions of all 76 atoms, in Å:
C (0.523, -2.519, 6.012)
N (1.031, -2.721, 4.700)
C (2.467, -3.089, 4.596)
P (0.328, -2.169, 3.234)
O (1.147, -2.474, 2.063)
N (-1.215, -2.848, 3.282)
C (-2.040, -2.520, 2.128)
C (-1.478, -4.200, 3.830)
N (0.025, -0.579, 3.248)
C (-1.065, 0.081, 3.906)
C (0.820, 0.302, 2.426)
H (1.028, -1.690, 6.525)
H (0.606, -3.378, 6.660)
H (-0.561, -2.282, 5.967)
H (2.655, -3.518, 3.578)
H (2.643, -3.799, 5.376)
H (3.196, -2.250, 4.765)
H (-1.613, -1.716, 1.519)
H (-2.039, -3.394, 1.458)
H (-2.993, -2.308, 2.504)
H (-1.625, -4.846, 2.930)
H (-0.660, -4.527, 4.484)
H (-2.418, -4.184, 4.409)
H (-1.926, 0.314, 3.210)
H (-1.469, -0.574, 4.685)
H (-0.566, 0.958, 4.365)
H (1.770, -0.233, 2.178)
H (0.912, 1.210, 3.012)
H (0.292, 0.601, 1.479)
C (0.983, -1.620, -1.487)
N (-0.037, -1.492, -2.537)
C (0.040, -2.438, -3.626)
P (-1.307, -0.511, -2.153)
O (-1.037, -0.014, -0.811)
N (-1.467, 0.709, -3.244)
C (-0.774, 1.903, -2.810)
C (-1.290, 0.446, -4.573)
N (-2.723, -1.324, -2.546)
C (-4.026, -0.640, -2.670)
C (-2.857, -2.593, -1.910)
H (1.711, -0.736, -1.520)
H (1.584, -2.550, -1.728)
H (0.637, -1.676, -0.447)
H (0.743, -2.028, -4.334)
H (-0.970, -2.651, -4.017)
H (0.475, -3.449, -3.324)
H (-1.163, 2.762, -3.378)
H (-0.898, 2.149, -1.793)
H (0.324, 1.963, -3.016)
H (-1.797, -0.426, -4.945)
H (-1.743, 1.262, -5.212)
H (-0.282, 0.208, -4.905)
H (-3.909, 0.236, -3.339)
H (-4.815, -1.333, -2.966)
H (-4.201, -0.266, -1.667)
H (-3.413, -3.198, -2.590)
H (-3.532, -2.594, -1.043)
H (-1.892, -3.042, -1.775)
C (6.721, 7.873, -4.757)
C (6.560, 7.118, -5.999)
N (6.317, 6.418, -6.879)
H (6.881, 7.196, -3.879)
H (5.946, 8.606, -4.712)
H (7.695, 8.388, -4.812)
C (2.447, 2.843, -0.102)
C (2.545, 3.498, -1.392)
N (2.666, 4.009, -2.423)
H (3.384, 3.055, 0.517)
H (2.281, 1.715, -0.106)
H (1.642, 3.382, 0.374)
C (-2.910, 2.573, 1.096)
C (-1.701, 3.386, 0.881)
N (-0.733, 3.993, 0.657)
H (-2.903, 1.570, 0.617)
H (-3.711, 3.159, 0.649)
H (-3.265, 2.511, 2.107)

Force components x, y, z for each atom (eV/Å):
-1.091 1.142 0.280
0.915 -0.195 -2.347
-0.272 0.682 -0.866
-1.006 -1.535 1.708
0.984 -0.575 -0.554
1.168 0.052 0.802
1.648 -0.837 -0.514
-0.258 0.667 -0.888
-0.430 0.427 -0.334
-0.244 -0.077 0.269
0.101 -0.187 -1.029
-0.076 0.075 0.035
0.232 -0.613 0.049
0.596 -0.047 0.016
-0.102 0.334 1.084
0.318 -0.748 0.370
-0.789 -0.375 -0.166
-0.184 0.175 0.353
-0.379 0.129 0.033
-1.751 0.453 -0.011
0.243 -0.135 0.937
-0.240 0.018 -0.417
0.291 -0.071 -0.201
0.944 0.193 0.592
0.018 0.277 -0.033
-1.128 0.020 -0.057
-0.670 0.942 0.156
0.768 0.320 -0.064
0.388 -0.441 0.571
2.218 0.104 -0.332
-0.356 -0.721 1.183
0.107 -1.184 0.340
-0.771 -0.777 -1.356
-0.566 0.660 1.686
0.433 1.115 2.859
0.904 1.815 -1.652
-0.642 0.092 -4.187
0.544 0.296 -0.067
1.529 0.871 0.236
-1.098 -0.521 -0.196
-0.846 -1.138 -0.012
-0.612 1.050 0.412
-0.258 -0.127 -0.509
-0.077 -0.149 -0.917
0.590 0.342 -0.245
-0.604 1.262 0.029
-0.097 -0.195 0.034
-0.352 -0.139 1.204
-0.542 -0.636 0.031
-0.781 -0.646 0.371
0.827 -0.498 0.573
0.696 0.637 0.106
-0.347 -0.698 0.246
0.205 0.059 -0.166
-0.864 0.278 0.218
-0.290 -0.985 -0.725
0.686 0.250 0.521
0.342 -0.326 0.601
2.095 -0.561 -0.053
-0.494 -0.837 0.255
0.286 0.432 0.044
-0.901 0.529 -0.747
-0.567 0.295 0.599
-0.426 0.133 -0.108
1.108 -0.568 1.214
0.646 -0.119 -1.428
-0.239 -0.375 0.953
-1.143 -0.308 -0.965
0.039 1.651 -0.332
-0.481 -0.326 0.554
-0.546 0.307 -0.980
1.454 0.040 -0.092
-1.678 -0.935 0.442
0.478 0.735 0.280
-0.176 -0.096 -0.456
0.575 -0.158 0.760

Properties
charge	0
HOMO-LUMO gap	9.01	eV
SMILES string	CN(C)P(=O)(N(C)C)N(C)C.CN(C)P(=O)(N(C)C)N(C)C.CC#N.CC#N.CC#N
E_tot	-55480.0827	eV
E_HOMO	-0.3117	hartree